1.
Below is the molecule C14H28BrN2O, with properties calculated with wB97M-V/def2-TZVPD.

For the maximum force, the calculation gives 0.459 eV/Å. Its LUMO energy (alpha / beta) is 0.0232 / 0.0232 hartree. The spin multiplicity is 2. Its expectation value of S² is 0.754. The calculation puts the HOMO-LUMO gap (alpha / beta) at 8.40 / 9.84 eV. As for the highest occupied orbital energy (alpha / beta): -7.774 / -9.212 eV.

Last column: natural (NBO) charge in e.
Geometry (Å):
C (-3.0911, -0.0346, 2.1202)  -0.6477
C (-3.1127, -0.4662, 0.6471)  -0.1914
Br (-2.8116, -2.4094, 0.4784)  -0.0576
C (-2.2613, 0.3502, -0.3320)  -0.4288
C (-0.6997, 0.3020, -0.3929)  0.0127
C (-0.2189, 1.6579, -0.9774)  -0.4283
C (-0.3777, 3.0006, -0.2058)  -0.2289
N (-1.0371, 2.9402, 1.1109)  -0.8581
C (-0.0060, -0.1150, 0.9138)  -0.4445
C (1.5225, -0.2806, 0.8423)  0.1013
C (1.9656, -1.4080, 1.7868)  -0.6158
C (2.2556, 1.0107, 1.2325)  -0.6123
N (1.9540, -0.5953, -0.5538)  0.0316
O (3.2018, -0.7906, -0.6989)  -0.4264
C (1.0887, -1.2956, -1.5353)  0.1058
C (1.1335, -2.8019, -1.2447)  -0.6174
C (1.6773, -1.0216, -2.9153)  -0.6062
C (-0.3637, -0.7684, -1.4530)  -0.4269
H (-3.9990, 0.5377, 2.3317)  0.2173
H (-2.2492, 0.6109, 2.3336)  0.2279
H (-3.0784, -0.8845, 2.8004)  0.2287
H (-4.1358, -0.3865, 0.2834)  0.2175
H (-2.5840, 1.3813, -0.1641)  0.2313
H (-2.6035, 0.0870, -1.3404)  0.2115
H (0.8319, 1.5491, -1.2649)  0.2185
H (-0.7642, 1.7634, -1.9235)  0.2047
H (-0.9543, 3.6822, -0.8352)  0.1929
H (0.6097, 3.4637, -0.1131)  0.1819
H (-0.3560, 3.0274, 1.8548)  0.3595
H (-1.6565, 3.7322, 1.2202)  0.3637
H (-0.1986, 0.6092, 1.7006)  0.2257
H (-0.4534, -1.0555, 1.2470)  0.2219
H (1.3496, -2.3005, 1.6753)  0.2060
H (3.0095, -1.6647, 1.5992)  0.2351
H (1.8673, -1.0697, 2.8220)  0.2094
H (1.6759, 1.8929, 0.9644)  0.1948
H (2.4379, 1.0367, 2.3090)  0.2086
H (3.2204, 1.0672, 0.7294)  0.2443
H (0.8690, -3.0281, -0.2130)  0.2110
H (0.4152, -3.3135, -1.8922)  0.2129
H (2.1299, -3.2021, -1.4432)  0.2223
H (1.9087, 0.0407, -3.0289)  0.2169
H (0.9508, -1.2983, -3.6829)  0.2062
H (2.5970, -1.5825, -3.0757)  0.2271
H (-1.0225, -1.6214, -1.2890)  0.2323
H (-0.6368, -0.3486, -2.4279)  0.2089

Cartesian forces (eV/Å) of the 6 atoms listed first:
C -0.148 -0.008 -0.135
C 0.002 0.153 -0.040
Br 0.000 -0.151 0.077
C -0.005 0.047 0.045
C 0.047 0.091 -0.032
C -0.038 -0.043 -0.064



2.
Below is a structure of composition C2H4O2, with properties calculated with wB97M-V/def2-TZVPD.

For the maximum force, the calculation gives 0.968 eV/Å. Its LUMO energy is 0.0195 hartree. The spin multiplicity is 1. The calculation puts the HOMO-LUMO gap at 8.68 eV. As for the highest occupied orbital energy: -8.148 eV.

Last column: natural (NBO) charge in e.
Geometry (Å):
O (-1.3442, 0.2560, -0.2025)  -0.6983
C (-0.3382, -0.6542, -0.0283)  -0.2071
C (1.2684, 0.6051, -0.0164)  0.3041
O (0.7557, 1.6383, 0.2619)  -0.4999
H (-1.0183, 1.1094, 0.1561)  0.4745
H (-0.2842, -1.0931, 0.9831)  0.1475
H (-0.3788, -1.4298, -0.8022)  0.1706
H (1.3396, -0.4318, -0.3518)  0.3086

Cartesian forces (eV/Å) of the 6 atoms listed first:
O 0.049 0.112 0.092
C -0.036 -0.338 -0.065
C -0.489 0.803 0.229
O 0.509 -0.722 -0.198
H -0.098 -0.042 -0.060
H 0.047 0.101 -0.141



3.
Below is the molecule C18H16N4S at a distorted geometry, with properties calculated with wB97M-V/def2-TZVPD.

For the maximum force, the calculation gives 1.702 eV/Å. Its LUMO energy is 0.0198 hartree. The spin multiplicity is 1. The calculation puts the HOMO-LUMO gap at 9.35 eV. As for the highest occupied orbital energy: -8.806 eV. As for the SMILES: c1ccc(CCc2nn3c(Cc4ccccc4)nnc3s2)cc1.

Last column: natural (NBO) charge in e.
Geometry (Å):
C (-4.0153, 0.1939, -1.7692)  -0.2180
C (-4.5638, -0.0965, -0.5317)  -0.2184
C (-3.7838, -0.6738, 0.4544)  -0.1740
C (-2.4486, -0.9725, 0.2153)  -0.0385
C (-1.5802, -1.5226, 1.3127)  -0.4100
C (-1.1888, -0.3929, 2.2837)  -0.4501
C (-0.5808, 0.7324, 1.5330)  0.1274
N (0.3453, 0.5889, 0.6678)  -0.2510
N (0.6592, 1.7587, 0.1099)  -0.2097
C (1.5237, 2.2404, -0.8271)  0.3156
C (2.4713, 1.3922, -1.5973)  -0.4637
C (2.8283, 0.1699, -0.7949)  -0.0188
C (3.5999, 0.2989, 0.3534)  -0.1668
C (3.8815, -0.8049, 1.1369)  -0.2168
C (3.3928, -2.0510, 0.7819)  -0.2221
C (2.6277, -2.1881, -0.3627)  -0.1948
C (2.3467, -1.0826, -1.1463)  -0.2136
N (1.3528, 3.5324, -0.9201)  -0.2645
N (0.3906, 3.9389, -0.0730)  -0.2927
C (-0.0271, 2.8734, 0.5449)  0.1127
S (-1.1707, 2.3975, 1.7429)  0.3752
C (-1.9097, -0.6868, -1.0324)  -0.2228
C (-2.6869, -0.1054, -2.0187)  -0.1925
H (-4.6213, 0.6512, -2.5370)  0.2151
H (-5.6007, 0.1312, -0.3328)  0.2132
H (-4.2157, -0.8959, 1.4203)  0.1994
H (-0.6707, -1.9490, 0.8891)  0.2278
H (-2.1103, -2.2955, 1.8715)  0.2207
H (-2.0669, -0.0253, 2.8163)  0.2231
H (-0.4703, -0.7721, 3.0148)  0.2418
H (2.0034, 1.1046, -2.5434)  0.2314
H (3.3517, 1.9956, -1.8270)  0.2508
H (3.9769, 1.2729, 0.6329)  0.2075
H (4.4821, -0.6926, 2.0277)  0.2135
H (3.6100, -2.9128, 1.3957)  0.2132
H (2.2462, -3.1585, -0.6458)  0.2117
H (1.7476, -1.1947, -2.0392)  0.2082
H (-0.8713, -0.9174, -1.2233)  0.2176
H (-2.2549, 0.1179, -2.9834)  0.2129

Cartesian forces (eV/Å) of the 6 atoms listed first:
C -0.050 0.045 -0.069
C -0.099 0.045 0.014
C 0.050 -0.015 -0.011
C -0.018 -0.175 -0.027
C -0.077 0.165 0.066
C 0.055 -0.385 0.044



4.
Below is the molecule C4H9N3 at a distorted geometry, with properties calculated with wB97M-V/def2-TZVPD.

For the maximum force, the calculation gives 5.650 eV/Å. Its LUMO energy (alpha / beta) is 0.0297 / -0.0760 hartree. The spin multiplicity is 3. Its expectation value of S² is 2.013. The calculation puts the HOMO-LUMO gap (alpha / beta) at 6.44 / 7.52 eV. As for the highest occupied orbital energy (alpha / beta): -5.628 / -9.584 eV.

Last column: natural (NBO) charge in e.
Geometry (Å):
C (0.5334, -0.5819, 1.2011)  -0.2793
C (-0.0679, 0.0132, -0.1109)  0.0565
C (-1.5156, -0.5506, -0.4719)  -0.6012
C (0.0969, 1.5522, -0.0871)  -0.6091
N (1.8438, -1.0916, 0.8763)  -0.1645
N (2.0809, -1.2104, -0.2893)  -0.0899
N (0.8081, -0.6668, -1.0728)  -0.3940
H (0.5471, -0.0149, 2.1473)  0.2195
H (0.0475, -1.4618, 1.6099)  0.2069
H (-1.9128, -0.2295, -1.4419)  0.2185
H (-2.3436, -0.1385, 0.2739)  0.2092
H (-1.5861, -1.5845, -0.5348)  0.2227
H (-0.2530, 2.1499, -1.0440)  0.2100
H (1.0661, 1.7169, -0.0449)  0.2069
H (-0.4164, 2.0358, 0.7981)  0.2223
H (1.0716, 0.0623, -1.8089)  0.3657

Cartesian forces (eV/Å) of the 6 atoms listed first:
C -0.814 -1.285 2.130
C -0.927 -0.792 0.443
C -1.201 3.610 1.644
C -5.524 0.371 -1.129
N -0.392 2.092 3.723
N 0.364 -0.471 -5.322